No. 1
DFT (ωB97M-V/def2-TZVPD) results for one molecule with the formula C3H4N2O2.

Energy relative to the best compared isomer or geometry (same formula, charge and spin), eV: 3.244
LUMO, eV: 0.71
E_tot, eV: -10249.0214
SMILES: O=C1CN=CN1O
Maximum force, Eh/bohr: 0.0534
Charge: 0

Structure (XYZ):
```
11
Properties=species:S:1:pos:R:3:forces:R:3:nbo_charge:R:1
C 0.561 -1.216 -0.031 1.0 -1.7 -1.1 0.234
C 1.064 0.860 0.049 1.8 2.0 0.6 -0.370
C -0.427 0.781 0.007 -1.0 0.9 -0.1 0.615
H -2.424 -0.339 -0.116 -0.5 0.6 -0.1 0.496
H 0.580 -2.286 -0.131 -0.1 -0.3 0.2 0.207
H 1.466 1.617 -0.684 -0.4 -0.8 0.8 0.249
H 1.425 1.156 1.106 -0.7 -0.1 -1.6 0.256
N -0.616 -0.569 0.068 -2.1 0.6 0.4 -0.163
N 1.589 -0.481 -0.153 -0.1 0.1 0.5 -0.415
O -1.896 -1.135 -0.011 1.4 -0.3 0.1 -0.506
O -1.322 1.612 -0.104 0.8 -0.9 0.3 -0.601
```
Forces are in eV/Å.

No. 2
DFT (ωB97M-V/def2-TZVPD) results for C49H44Cl2FINOPRuSb2 as an isolated structure.

Energy relative to the best compared isomer or geometry (same formula, charge and spin), eV: 1.589
LUMO (alpha / beta), eV: -2.87 / -2.94
E_tot, eV: -115867.9471
2S+1: 2
Maximum force, Eh/bohr: 0.0397
Charge: +1

Structure (XYZ):
```
103
Properties=species:S:1:pos:R:3:forces:R:3:mulliken_spin:R:1
Ru 0.066 0.019 0.057 1.9 0.7 -0.2 0.945
I -0.478 -1.833 -2.266 0.0 -0.3 -0.1 0.070
C -2.220 -1.664 -3.387 -0.1 -0.1 -0.2 0.009
C -2.511 -2.803 -4.093 0.0 0.2 0.0 -0.006
C -3.586 -2.829 -4.998 0.0 0.1 0.1 0.001
C -4.311 -1.695 -5.186 0.0 0.0 0.0 0.000
C -4.032 -0.514 -4.458 0.0 0.0 0.0 0.001
C -4.825 0.626 -4.713 0.1 0.0 0.1 0.000
C -4.605 1.782 -4.034 0.0 -0.1 0.0 0.000
C -3.613 1.814 -3.045 0.0 0.0 0.0 0.000
C -2.816 0.735 -2.726 0.1 0.1 -0.1 0.008
P -1.863 1.074 -1.143 -0.4 -0.3 0.4 0.011
C -1.449 2.815 -1.488 0.0 0.0 0.0 0.001
C -0.739 3.067 -2.661 0.0 0.0 0.0 0.001
C -0.424 4.363 -3.028 0.0 0.0 0.0 -0.001
C -0.829 5.425 -2.230 0.0 0.0 0.0 0.000
C -1.529 5.180 -1.060 0.1 0.0 0.0 0.000
C -1.833 3.880 -0.683 0.1 0.0 0.1 -0.002
C -3.276 1.016 0.017 0.0 0.1 -0.1 0.003
C -3.474 -0.202 0.660 0.2 -0.2 -0.1 0.003
C -4.595 -0.413 1.447 0.0 0.0 0.1 -0.002
C -5.517 0.603 1.628 0.0 0.0 0.0 0.000
C -5.333 1.822 0.990 0.0 -0.1 0.0 0.000
C -4.231 2.021 0.176 0.0 0.0 0.0 0.001
C -2.983 -0.469 -3.489 0.0 -0.1 0.2 -0.005
H -1.904 -3.687 -3.971 0.1 0.0 0.0 -0.001
H -3.807 -3.734 -5.542 0.0 -0.1 0.0 0.000
H -5.126 -1.672 -5.896 0.0 0.0 0.0 0.000
H -5.601 0.557 -5.461 -0.1 0.0 -0.1 0.000
H -5.196 2.665 -4.226 0.0 0.1 0.0 0.000
H -3.500 2.741 -2.503 0.0 0.0 0.0 0.000
H -0.463 2.245 -3.314 0.0 0.0 0.0 -0.005
H 0.115 4.548 -3.946 0.0 0.0 -0.1 0.000
H -0.604 6.439 -2.524 0.0 0.1 0.0 0.000
H -1.840 6.002 -0.431 0.0 0.1 0.0 0.000
H -2.363 3.706 0.244 0.1 0.0 0.0 -0.001
H -2.752 -1.007 0.530 -0.1 0.1 0.0 -0.001
H -4.734 -1.369 1.929 0.0 -0.1 0.0 0.000
H -6.382 0.446 2.257 0.0 0.0 0.0 0.000
H -6.057 2.615 1.112 0.0 0.0 0.0 0.000
H -4.140 2.964 -0.344 0.0 0.0 0.0 0.000
C 2.064 0.843 -3.902 -0.1 0.0 0.1 0.016
Sb 2.180 0.425 -1.816 -0.2 -0.3 0.1 -0.003
C 3.189 -1.444 -2.035 0.1 0.1 -0.1 0.003
C 3.910 1.650 -1.334 -0.1 0.1 0.1 0.012
C 5.055 0.826 -0.858 0.0 0.0 0.0 0.003
C 6.041 0.408 -1.745 0.0 0.0 0.0 0.001
C 7.078 -0.408 -1.330 0.0 0.0 0.0 -0.002
C 7.145 -0.810 -0.005 0.0 0.0 0.0 0.002
C 6.181 -0.381 0.890 0.0 0.0 -0.1 -0.002
C 5.129 0.437 0.485 0.1 -0.1 0.0 0.004
C 4.126 0.884 1.498 -0.1 0.1 0.0 -0.008
Sb 2.295 -0.256 1.594 -0.6 -0.1 0.1 0.009
C 1.758 0.255 3.573 0.1 0.0 0.0 -0.004
C 3.223 -2.118 1.996 0.0 0.0 0.0 -0.004
H 1.280 0.238 -4.352 0.0 0.0 0.0 0.002
H 3.023 0.582 -4.342 0.1 0.0 -0.1 0.002
H 1.856 1.895 -4.079 0.0 0.1 0.0 -0.002
H 4.134 -1.285 -2.552 0.0 0.0 0.0 0.001
H 2.566 -2.113 -2.628 0.0 0.0 0.0 0.000
H 3.396 -1.901 -1.071 0.0 0.0 0.1 0.001
H 3.603 2.366 -0.578 0.0 0.0 -0.1 -0.001
H 4.143 2.197 -2.246 0.1 0.0 -0.1 0.000
H 5.990 0.729 -2.776 0.0 0.0 -0.1 0.000
H 7.835 -0.720 -2.034 0.1 0.0 0.0 0.000
H 7.953 -1.440 0.335 0.1 -0.1 0.0 0.000
H 6.250 -0.674 1.929 0.0 0.0 0.1 0.000
H 3.867 1.938 1.415 0.0 0.1 0.0 0.000
H 4.522 0.720 2.501 0.0 0.1 0.1 -0.001
H 2.591 -0.004 4.221 0.0 0.0 0.1 -0.001
H 0.869 -0.303 3.850 -0.1 0.0 0.0 0.000
H 1.547 1.319 3.648 0.0 0.1 0.0 0.000
H 3.924 -1.936 2.807 0.1 0.0 0.1 -0.001
H 3.768 -2.493 1.134 0.0 0.0 -0.1 0.000
H 2.478 -2.844 2.303 0.0 0.0 0.0 0.000
Cl -2.213 0.816 4.320 0.0 0.0 -0.1 0.001
C -1.375 2.084 3.493 0.0 0.0 0.1 -0.002
C -1.340 3.355 4.087 0.1 0.1 -0.2 -0.002
C -0.602 4.360 3.526 0.0 -0.1 0.0 0.003
Cl -0.561 5.920 4.283 0.0 0.0 0.0 0.000
C 0.136 4.135 2.335 -0.1 0.1 0.2 0.001
C 0.947 5.104 1.705 0.0 0.0 0.0 -0.001
C 1.564 4.800 0.527 -0.1 -0.1 0.0 0.002
C 1.368 3.522 -0.026 0.1 0.0 -0.1 0.006
N 0.678 2.575 0.559 0.0 -0.2 0.0 0.010
C 0.060 2.860 1.735 -0.1 0.0 -0.1 -0.021
C -0.693 1.797 2.322 0.1 0.1 0.3 0.022
O -0.620 0.584 1.859 -0.6 -0.2 -0.1 -0.017
H -1.886 3.521 5.003 0.0 0.0 0.0 0.000
H 1.050 6.079 2.155 0.0 0.1 0.0 0.000
H 2.169 5.522 0.003 0.0 0.1 0.0 0.000
H 1.779 3.302 -1.007 0.0 0.0 0.1 -0.001
F -0.400 -5.744 2.413 0.0 0.2 -0.1 0.001
C -0.279 -4.491 1.925 0.0 -0.2 0.1 0.005
C -1.018 -3.472 2.484 -0.1 0.1 0.0 -0.003
C -0.903 -2.182 1.975 0.3 -0.1 -0.4 -0.026
C -0.043 -1.891 0.900 -0.4 -0.3 0.0 -0.032
C 0.714 -2.963 0.401 -0.1 0.2 0.3 0.000
C 0.599 -4.257 0.890 0.0 0.0 -0.1 -0.004
H -1.686 -3.692 3.307 0.0 0.0 0.0 0.000
H -1.480 -1.398 2.430 -0.1 0.2 0.1 0.003
H 1.465 -2.794 -0.359 0.0 0.0 -0.2 -0.005
H 1.192 -5.070 0.494 0.0 0.0 0.0 0.000
```
Forces are in eV/Å.

No. 3
DFT (ωB97M-V/def2-TZVPD) results for C3H6IN2 as an isolated structure.

Energy relative to the best compared isomer or geometry (same formula, charge and spin), eV: 3.262
LUMO, eV: -4.77
E_tot, eV: -14278.8514
Maximum force, Eh/bohr: 0.0664
Charge: +1

Structure (XYZ):
```
12
Properties=species:S:1:pos:R:3:forces:R:3:nbo_charge:R:1
C 0.246 1.302 -0.552 1.8 -1.7 1.0 -0.043
C -1.283 0.464 0.749 -0.8 -0.5 1.4 0.226
C 0.900 0.324 0.116 1.0 0.0 0.2 -0.080
N -1.063 1.300 -0.135 -1.5 1.3 -1.0 -0.320
N 0.012 -0.339 1.058 -3.0 -0.8 -1.3 -0.638
I 2.795 -0.377 -0.041 0.5 0.0 0.0 0.358
H 0.762 1.881 -1.313 -0.8 0.3 0.1 0.275
H -2.241 0.100 1.178 0.9 0.5 -0.2 0.258
H -0.301 -1.608 -1.811 1.8 0.7 -0.4 -0.009
H 0.433 -1.286 -1.943 -1.9 -0.9 0.3 0.008
H 0.233 -0.550 2.051 0.3 0.4 -0.7 0.489
H -0.492 -1.210 0.642 1.8 0.7 0.5 0.477
```
Forces are in eV/Å.

No. 4
DFT (ωB97M-V/def2-TZVPD) results for C21H64AgN14O9 as an isolated structure.

Energy relative to the best compared isomer or geometry (same formula, charge and spin), eV: 2.424
LUMO, eV: -1.87
E_tot, eV: -66094.8044
Maximum force, Eh/bohr: 0.1725
Charge: +1

Structure (XYZ):
```
109
Properties=species:S:1:pos:R:3:forces:R:3:mulliken_charge:R:1
Ag -0.082 -0.730 0.697 -0.5 0.1 0.4 1.912
C -0.589 0.612 -5.412 0.7 -1.1 0.8 -1.044
C 0.797 1.031 -5.949 -2.3 1.2 -0.8 1.132
C 1.624 -0.067 -6.553 -0.4 -0.7 0.7 -1.077
O 1.688 -1.151 -5.645 0.6 -0.4 0.0 -0.418
C 2.503 -0.970 -4.472 -1.0 -1.1 -1.4 -0.452
N 0.421 2.030 -6.931 1.1 1.1 -0.9 -0.768
H -1.011 -0.206 -5.996 0.2 -0.2 0.0 0.425
H -1.350 1.392 -5.412 0.5 0.3 0.0 0.395
H -0.429 0.266 -4.390 -0.5 -0.4 0.1 -0.037
H 1.342 1.604 -5.200 0.2 -0.3 0.3 0.028
H 2.587 0.308 -6.898 0.5 0.1 0.4 0.401
H 1.190 -0.484 -7.462 -0.5 0.1 0.1 0.358
H 1.835 -0.790 -3.630 0.3 0.9 0.2 -0.087
H 3.292 -0.263 -4.730 0.1 0.1 0.7 0.374
H 2.882 -1.976 -4.290 0.6 0.1 0.1 0.353
H -0.059 1.636 -7.728 -0.4 -0.4 0.0 0.271
H 1.282 2.372 -7.332 0.2 0.6 -0.3 0.263
C -2.227 -4.192 3.397 -0.9 0.5 1.0 -1.389
C -1.495 -3.478 2.279 1.3 0.8 2.2 0.945
C -0.061 -4.019 1.905 -2.8 -0.4 2.9 -1.019
O 0.434 -3.159 1.022 2.3 2.1 -3.3 0.485
C 1.538 -3.648 0.252 0.1 -0.7 -0.7 -1.229
N -2.399 -3.359 1.182 0.2 -1.0 0.0 -0.087
H -2.996 -3.493 3.725 -0.4 0.2 -0.2 0.383
H -1.715 -4.286 4.354 0.6 -0.7 -0.4 0.411
H -2.839 -5.053 3.127 0.6 -0.5 -0.1 0.345
H -1.424 -2.489 2.732 1.2 0.4 -0.1 -0.822
H -0.155 -5.011 1.463 0.2 -0.5 0.4 0.322
H 0.515 -3.935 2.827 0.3 -0.9 0.2 0.479
H 1.873 -2.898 -0.464 -0.2 0.2 0.4 0.236
H 1.240 -4.516 -0.338 -0.4 0.0 -0.2 0.517
H 2.382 -4.105 0.770 0.1 0.8 0.9 0.265
H -2.446 -4.367 1.154 -1.5 -0.5 -1.8 0.519
H -1.842 -3.074 0.389 -0.3 0.4 -0.7 -0.356
C -0.979 5.177 3.140 -0.4 -0.4 -0.1 -1.602
C -0.155 3.944 2.728 -1.1 2.4 -1.6 1.223
C 0.696 4.353 1.496 1.9 -2.2 2.3 -0.286
O -0.087 4.669 0.453 -2.8 0.2 -1.5 -0.320
C 0.566 5.336 -0.563 0.3 2.2 -0.2 -1.027
N 0.498 3.384 3.853 0.6 -0.6 0.0 -0.806
H -1.568 4.924 4.022 -0.5 -0.3 -0.1 0.450
H -1.614 5.288 2.261 -0.4 0.8 0.4 0.365
H -0.525 6.113 3.465 0.7 -0.1 -0.6 0.297
H -0.942 3.301 2.335 0.0 -0.6 -0.2 -0.283
H 1.283 3.536 1.076 0.7 -0.8 0.8 -0.119
H 1.443 5.071 1.837 -0.1 0.8 -0.2 0.505
H 0.087 5.314 -1.542 -0.2 -0.8 0.2 0.304
H 1.629 5.104 -0.632 0.1 -0.3 -0.1 0.399
H 0.476 6.387 -0.286 0.5 0.5 -0.2 0.372
H -0.270 3.356 4.508 0.3 -0.2 0.7 0.402
H 0.626 2.426 3.561 0.6 -0.4 0.4 -0.019
C 0.499 2.267 -2.573 0.5 0.9 -0.9 -0.873
C 0.557 1.116 -1.658 1.0 -0.9 -1.2 1.626
C 1.966 1.007 -1.087 -1.0 -2.5 0.5 -1.572
O 1.968 -0.259 -0.326 1.8 0.5 -0.6 0.337
C 3.322 -0.579 0.067 0.0 0.2 0.1 -1.273
N -0.426 1.169 -0.649 -0.7 -0.3 0.8 -0.098
H -0.163 2.112 -3.425 0.0 0.1 0.2 -0.046
H 1.530 2.296 -2.923 -0.1 1.0 -0.6 0.441
H 0.191 3.170 -2.046 0.3 0.2 -0.2 -0.104
H 0.416 0.259 -2.317 -0.1 -0.6 0.5 -0.550
H 2.214 1.835 -0.423 0.3 0.1 -0.1 0.418
H 2.655 0.789 -1.903 0.3 0.8 0.0 0.491
H 4.049 -0.820 -0.709 -0.5 0.1 -1.1 0.397
H 3.359 -1.491 0.663 -0.5 0.5 0.6 0.341
H 3.759 0.300 0.540 -0.1 -0.3 0.7 0.344
H -0.467 2.156 -0.437 -0.6 0.2 1.0 -0.175
H -1.325 0.903 -1.023 -0.3 0.1 0.1 0.104
C -1.385 -3.394 -2.150 -2.0 2.8 2.7 0.603
O -1.605 -2.347 -1.502 0.9 0.2 -0.8 -0.655
N -1.008 -4.469 -1.526 2.1 -2.7 3.0 -0.336
N -1.756 -3.651 -3.349 -1.2 0.0 -4.4 -0.381
H -0.580 -4.226 -0.644 0.0 -0.7 -0.1 -0.156
H -0.753 -5.330 -1.989 0.2 0.3 0.2 0.256
H -1.856 -4.638 -3.536 -0.2 0.5 -0.7 0.173
H -2.316 -2.969 -3.840 0.1 -0.3 -0.1 0.308
C -3.254 0.497 2.087 1.3 -1.3 -1.2 0.546
O -2.661 0.534 1.043 1.0 0.8 -2.4 -0.756
N -3.864 1.445 2.721 -2.1 2.8 2.1 -0.328
N -3.275 -0.638 2.772 -0.2 -1.7 1.7 -0.397
H -3.975 2.410 2.446 0.2 -0.4 -0.2 0.263
H -4.467 1.066 3.437 -0.3 1.0 -0.1 0.139
H -3.666 -0.547 3.698 0.0 -1.2 -0.2 0.189
H -3.093 -1.496 2.271 -0.2 -0.3 0.3 0.020
C 5.332 0.148 3.234 -2.0 -0.7 -1.6 0.625
O 4.272 -0.388 3.061 -2.5 -0.9 1.5 -0.531
N 6.260 0.070 2.355 4.8 -2.3 -7.1 -0.496
N 5.857 0.955 4.075 -0.5 3.1 5.5 -0.388
H 6.193 -0.620 1.620 -0.2 0.3 0.0 0.179
H 6.836 0.869 2.133 -0.1 -0.4 0.0 0.204
H 5.320 1.176 4.902 0.8 0.4 0.2 0.212
H 6.858 0.938 3.943 -0.3 0.7 1.7 0.239
C 0.327 0.132 3.925 1.8 3.2 -1.1 0.485
O 0.444 0.527 2.731 -0.1 -1.6 1.2 -0.715
N 1.275 0.143 4.850 3.2 -0.7 1.0 -0.339
N -0.799 0.107 4.578 -4.5 -0.8 -0.3 -0.371
H 2.236 0.418 4.707 -0.2 -0.4 -0.5 0.195
H 1.004 -0.084 5.796 0.5 0.1 -0.3 0.107
H -1.606 0.177 3.975 -0.3 -0.3 0.5 0.209
H -0.875 -0.098 5.564 -0.2 0.1 -0.5 0.172
C -5.352 -1.205 -1.321 -7.2 -0.4 -2.1 0.537
O -6.373 -0.947 -1.985 0.3 -1.1 -1.8 -0.768
N -5.143 -2.362 -0.793 1.3 -4.8 0.7 -0.347
N -4.853 -0.235 -0.716 4.7 5.3 2.7 -0.152
H -4.289 -2.559 -0.290 -0.3 -0.3 0.0 0.266
H -5.846 -3.070 -0.950 0.5 0.0 -0.1 0.200
H -5.075 0.656 -1.136 0.5 0.1 0.4 0.192
H -4.063 -0.435 -0.120 0.2 1.1 -0.1 0.106
```
Forces are in eV/Å.